{
  "formula": "C13H20F10N4O5S2",
  "method": "ωB97M-V/def2-TZVPD",
  "species": ["S", "S", "F", "F", "F", "F", "F", "F", "F", "F", "F", "F", "O", "O", "O", "O", "O", "N", "N", "N", "N", "C", "C", "C", "C", "C", "C", "C", "C", "C", "C", "C", "C", "C", "H", "H", "H", "H", "H", "H", "H", "H", "H", "H", "H", "H", "H", "H", "H", "H", "H", "H", "H", "H"],
  "coordinates": [[-5.161, -0.146, 2.760], [-7.571, -0.716, 3.823], [1.965, 2.814, 0.155], [-4.676, 2.454, 2.849], [-8.748, 1.482, 4.683], [-3.326, 1.343, 1.565], [-5.360, 1.758, 0.932], [0.610, 1.581, -2.634], [-9.451, 0.792, 2.749], [-0.829, 1.652, -1.084], [-10.042, -0.257, 4.556], [0.111, 3.766, -0.361], [-8.003, -1.807, 2.999], [-5.030, -1.116, 1.698], [-4.267, -0.335, 3.869], [-7.219, -1.041, 5.172], [6.826, 0.049, -0.900], [0.325, -1.861, -0.403], [-1.595, -1.085, 0.814], [-6.613, 0.338, 3.104], [0.295, 0.226, 0.626], [1.085, 0.412, -0.648], [-0.408, -0.965, 0.385], [-9.033, 0.385, 3.960], [3.132, -0.511, -2.468], [1.070, 2.995, -0.827], [-4.616, 1.432, 1.995], [1.927, -1.436, -2.359], [6.081, 0.173, -2.112], [4.233, -1.091, -3.376], [0.829, -0.889, -1.437], [5.578, -1.160, -2.645], [6.033, -0.264, 0.203], [0.479, 1.644, -1.307], [0.949, -0.055, 1.357], [3.942, -2.088, -3.679], [-2.151, -0.228, 0.866], [1.527, -1.706, -3.321], [6.762, 0.653, -2.799], [2.075, 0.562, -0.260], [2.857, 0.474, -2.815], [2.291, -2.369, -1.932], [-0.039, -0.803, -2.083], [-2.038, -1.944, 1.136], [1.166, -2.089, 0.135], [6.544, 0.006, 1.117], [5.280, 0.887, -1.910], [5.811, -1.329, 0.267], [3.567, -0.448, -1.482], [1.531, 3.517, -1.661], [4.368, -0.494, -4.270], [5.089, 0.285, 0.189], [5.495, -1.912, -1.872], [6.339, -1.534, -3.320]],
  "lumo_energy_ev": -2.430,
  "total_charge": 0,
  "e_tot_ha": -2897.479854,
  "fmax_ha_per_bohr": 0.0310,
  "orbital_gap_ha": 0.2331
}